Here is a structure of composition C37H60BrCaCl4F8MgN4O12PS from OMol25. Energies are from ωB97M-V with the def2-TZVPD basis set.

Computed properties:
max |F| = 6.963 eV/Å
net charge = +2
2S+1 = 1
E_HOMO = -9.7 eV
LUMO level = -7.989 eV

Last column: Mulliken charge in e.
Cartesian coordinates (Å):
C 0.149 2.423 -6.150  -1.392
C -0.334 2.630 -4.712  -0.063
O 0.082 1.568 -3.833  -0.339
C -0.928 0.659 -3.466  -1.473
C -1.091 0.673 -1.939  1.091
O -0.430 -0.421 -1.338  -0.301
C 0.303 -0.054 -0.216  0.336
C 1.536 -1.000 0.045  0.056
C 2.745 -0.086 -0.276  1.288
C 2.789 0.323 -1.751  -0.360
F 3.923 -0.213 -2.330  -0.409
C 1.478 -2.358 -0.675  -0.228
C 2.782 -3.144 -0.684  -0.641
C 3.084 -3.937 0.718  -0.720
N 3.702 -3.060 1.764  0.347
C 5.073 -3.410 2.216  -0.970
C 5.711 -2.345 3.052  0.459
C 7.055 -2.461 3.255  -0.954
C 7.726 -1.603 3.993  -0.954
C 7.117 -0.552 4.576  -0.781
C 5.805 -0.405 4.399  -0.499
C 5.099 -1.282 3.646  0.300
O 3.760 -1.093 3.529  0.345
O 1.360 -1.370 1.422  -0.197
C -0.012 -1.377 1.640  -0.529
O -0.646 -2.274 2.118  -0.679
C -0.445 0.005 1.154  2.093
C -1.969 0.146 1.107  -0.832
C -2.517 1.542 0.786  0.092
C -2.869 2.421 1.985  -0.962
S -3.902 1.569 3.224  -0.307
C 0.177 1.001 2.143  -1.186
C -0.302 0.801 3.585  -1.217
C 0.638 -0.135 4.404  0.651
C -0.119 -1.289 5.083  -1.247
O 0.645 -2.497 4.930  -0.287
C 1.638 -2.704 5.828  0.771
C 1.385 -2.626 7.314  -1.221
O 2.738 -3.007 5.413  -0.544
H 0.588 3.346 -6.505  0.399
H 0.915 1.662 -6.206  0.336
H -0.695 2.226 -6.799  0.312
H 0.157 3.528 -4.355  0.303
H -1.396 2.840 -4.679  0.176
H -1.890 0.866 -3.923  0.480
H -0.617 -0.336 -3.793  0.592
H -2.172 0.626 -1.686  -1.170
H -0.744 1.642 -1.602  0.616
H 0.692 0.962 -0.300  0.732
H 3.755 -0.536 -0.110  -2.920
H 2.720 0.792 0.361  1.258
H 1.918 -0.008 -2.297  0.063
H 2.897 1.398 -1.802  0.506
H 0.709 -2.981 -0.237  0.270
H 1.185 -2.198 -1.709  0.438
H 2.726 -3.903 -1.457  0.428
H 3.665 -2.496 -0.933  0.303
H 2.116 -4.248 1.113  0.230
H 3.659 -4.847 0.573  0.104
H 3.681 -2.121 1.419  -0.098
H 5.073 -4.384 2.701  0.498
H 5.804 -3.489 1.311  0.570
H 7.588 -3.283 2.814  0.510
H 8.781 -1.705 4.160  0.464
H 7.640 0.169 5.175  0.505
H 5.274 0.417 4.850  0.571
H 3.565 -0.152 3.557  0.100
H -2.387 -0.279 2.009  1.266
H -2.290 -0.518 0.292  -0.783
H -3.431 1.431 0.210  -0.060
H -1.844 2.120 0.170  -0.133
H -3.454 3.247 1.606  0.638
H -2.016 2.873 2.471  0.383
H -3.480 2.166 4.345  0.151
H -0.094 2.002 1.819  0.788
H 1.260 0.978 2.096  0.402
H -1.310 0.420 3.654  0.138
H -0.230 1.771 4.061  0.504
H 1.258 0.421 5.099  0.856
H 1.297 -0.615 3.687  -0.833
H -0.362 -1.072 6.114  0.366
H -1.023 -1.450 4.517  0.362
H 0.734 -3.445 7.598  0.339
H 0.988 -1.656 7.589  0.410
H 2.312 -2.762 7.842  0.370
C -6.409 0.554 -0.789  0.629
O -5.247 0.188 -1.155  -0.401
N -7.417 -0.302 -0.540  -0.396
N -6.609 1.850 -0.665  -0.249
H -8.332 -0.003 -0.255  0.190
H -7.242 -1.284 -0.645  0.189
H -5.768 2.365 -0.820  0.306
H -7.471 2.297 -0.413  0.229
Mg -3.880 -1.098 -1.776  1.004
F -3.737 4.525 -3.160  -0.177
P -2.820 4.110 -1.872  0.904
F -1.318 3.707 -1.327  -0.412
F -4.168 3.294 -1.352  -0.338
F -3.037 4.769 -0.386  -0.366
F -2.140 5.564 -2.272  -0.249
F -2.533 2.701 -2.716  -0.560
C -7.427 7.113 -6.242  -0.419
C -6.934 7.470 -7.489  -0.436
C -5.661 7.079 -7.869  -0.438
C -4.899 6.331 -6.992  -0.077
C -5.371 5.974 -5.744  -0.163
C -6.644 6.370 -5.369  -0.476
N -3.555 5.892 -7.406  1.030
O -3.165 6.239 -8.505  -0.611
O -2.924 5.205 -6.632  -0.590
H -8.424 7.416 -5.949  0.372
H -7.544 8.051 -8.167  0.380
H -5.278 7.356 -8.840  0.450
H -4.762 5.394 -5.065  0.611
H -7.027 6.096 -4.396  0.401
Br 5.305 -2.570 -0.355  -0.662
C 0.508 -6.836 -0.848  0.324
Cl 2.274 -6.869 -1.140  -0.182
Cl -0.315 -6.526 -2.362  -0.055
Cl 0.020 -8.410 -0.212  -0.087
Cl 0.112 -5.578 0.319  0.068
O 3.737 -5.975 4.754  -0.638
H 3.922 -6.102 3.820  0.291
H 3.799 -5.017 4.871  0.410
F -0.542 6.667 -2.926  -0.374
O 3.986 -8.674 1.101  -0.342
H 4.132 -9.479 0.562  0.454
H 3.625 -8.897 1.984  0.461
H 3.407 -8.022 0.625  0.338
Ca 6.014 -0.284 0.599  1.373


Here is a cluster of 7 separate species, C28H72O14PS in total from OMol25. Energies are from ωB97M-V with the def2-TZVPD basis set.

Computed properties:
max |F| = 1.382 eV/Å
net charge = +1
2S+1 = 1
E_HOMO = -9.9 eV
LUMO level = -3.154 eV

Last column: Mulliken charge in e.
Cartesian coordinates (Å):
C -6.177 1.686 -4.900  -0.809
C -6.312 3.218 -5.255  -0.305
S -7.810 3.426 -6.347  -0.023
C -9.186 3.852 -5.203  -0.750
P -9.981 2.352 -4.400  0.195
C -11.740 2.794 -3.951  -0.389
O -12.669 2.641 -5.014  -0.165
O -12.012 2.351 -6.219  -0.315
H -7.055 1.419 -4.269  0.125
H -6.280 1.123 -5.859  0.311
H -5.214 1.429 -4.414  0.325
H -5.438 3.568 -5.845  0.310
H -6.393 3.841 -4.330  0.207
H -9.990 4.308 -5.833  0.391
H -8.898 4.599 -4.429  0.478
H -9.849 1.233 -5.260  0.205
H -9.283 2.065 -3.185  0.204
H -12.050 2.159 -3.078  0.348
H -11.731 3.843 -3.554  0.326
H -12.396 1.523 -6.557  0.345
C -3.156 4.246 -3.270  -0.835
O -3.178 4.861 -4.548  -0.352
C -3.215 6.284 -4.463  -0.445
C -1.853 6.891 -4.753  -0.650
O -0.923 6.579 -3.725  -0.332
C -0.016 5.552 -4.102  -0.265
H -2.959 3.182 -3.406  0.244
H -2.375 4.666 -2.633  0.420
H -4.132 4.361 -2.783  0.314
H -3.583 6.606 -3.484  0.362
H -3.924 6.631 -5.221  0.365
H -1.951 7.980 -4.776  0.392
H -1.482 6.564 -5.729  0.347
H 0.689 5.932 -4.848  0.338
H -0.537 4.678 -4.501  0.289
H 0.543 5.251 -3.217  -0.161
C 1.770 5.348 -0.746  -0.749
O 2.196 4.124 -1.323  -0.352
C 3.594 3.902 -1.161  -0.799
C 3.868 2.891 -0.061  -0.116
O 3.525 3.414 1.219  -0.310
C 2.297 2.896 1.701  -0.508
H 0.680 5.369 -0.760  0.183
H 2.108 5.447 0.288  0.362
H 2.143 6.190 -1.339  0.330
H 4.119 4.841 -0.965  0.374
H 3.965 3.499 -2.108  0.413
H 4.940 2.675 -0.040  0.382
H 3.340 1.953 -0.253  0.117
H 2.421 1.844 1.981  -0.032
H 1.501 2.988 0.959  0.392
H 2.013 3.460 2.590  0.241
C 3.747 -0.985 -1.226  -0.801
O 3.833 -0.529 0.116  -0.225
C 2.896 -1.176 0.970  -0.415
C 3.566 -2.237 1.824  -0.733
O 4.012 -3.332 1.030  -0.147
C 5.414 -3.306 0.807  -0.842
H 4.595 -0.577 -1.777  0.240
H 3.783 -2.076 -1.285  0.295
H 2.823 -0.621 -1.687  0.340
H 2.072 -1.605 0.391  0.282
H 2.480 -0.407 1.628  0.333
H 2.832 -2.634 2.532  0.368
H 4.393 -1.810 2.399  0.380
H 5.946 -3.550 1.731  0.277
H 5.746 -2.332 0.438  0.311
H 5.652 -4.062 0.058  0.283
C 7.050 3.363 6.567  -0.707
O 6.896 3.730 5.206  -0.383
C 6.339 2.683 4.419  -0.676
C 4.870 2.935 4.123  0.124
O 4.081 2.834 5.306  -0.385
C 3.705 4.102 5.817  -0.691
H 7.319 4.257 7.130  0.244
H 6.126 2.953 6.982  0.312
H 7.858 2.631 6.669  0.315
H 6.477 1.712 4.905  0.363
H 6.889 2.668 3.473  0.360
H 4.512 2.164 3.436  0.032
H 4.730 3.906 3.642  0.288
H 2.958 4.564 5.162  0.255
H 4.566 4.767 5.918  0.321
H 3.261 3.952 6.801  0.263
C 2.251 -8.993 0.821  -0.896
O 1.992 -7.726 1.405  -0.187
C 3.016 -6.774 1.121  -0.615
C 2.579 -5.798 0.044  0.189
O 2.450 -6.447 -1.220  -0.435
C 1.099 -6.699 -1.567  -0.685
H 1.357 -9.608 0.937  0.278
H 2.482 -8.908 -0.243  0.355
H 3.081 -9.483 1.341  0.281
H 3.947 -7.275 0.839  0.422
H 3.199 -6.218 2.046  0.275
H 3.345 -5.035 -0.067  -0.076
H 1.645 -5.301 0.325  0.264
H 0.594 -5.759 -1.815  0.322
H 0.562 -7.202 -0.759  0.244
H 1.090 -7.342 -2.447  0.268
C -2.138 -5.450 3.575  -0.724
O -1.722 -6.675 2.999  -0.444
C -0.321 -6.904 3.154  0.318
C -0.046 -7.913 4.254  -0.504
O -0.380 -7.388 5.536  -0.392
C -1.607 -7.898 6.029  -0.734
H -3.229 -5.425 3.567  0.259
H -1.794 -5.352 4.608  0.319
H -1.766 -4.609 2.980  0.296
H 0.210 -5.966 3.345  0.258
H 0.042 -7.308 2.211  -0.137
H 1.025 -8.133 4.269  0.275
H -0.581 -8.849 4.064  0.365
H -1.490 -8.950 6.311  0.325
H -2.409 -7.802 5.293  0.321
H -1.878 -7.328 6.918  0.242